(1)
{"formula": "C9H7N", "method": "the ωB97M-V functional and the def2-TZVPD basis", "symbols": ["C", "C", "C", "C", "C", "C", "C", "C", "C", "N", "H", "H", "H", "H", "H", "H", "H"], "positions_angstrom": [[-4.51, -0.27, 0.11], [1.26, -0.54, 0.04], [0.21, 1.60, -0.07], [0.46, -1.30, -0.77], [-0.92, 1.36, -0.77], [0.49, 0.49, 0.92], [-0.93, -1.17, -0.27], [-0.85, -0.27, 1.00], [-1.54, 0.21, -0.25], [-5.58, -0.68, 0.07], [2.35, -0.23, 0.00], [0.83, 2.46, -0.18], [0.69, -2.04, -1.55], [-1.31, 1.84, -1.64], [0.98, 0.74, 1.82], [-1.44, -2.04, -0.40], [-1.24, -0.65, 1.91]], "energy_ev": -10928.234, "orbital_gap_ev": [6.2, 6.2], "lumo_energy_ev": [-2.81, -2.81]}

(2)
{"formula": "C9H7N2O", "method": "the ωB97M-V functional and the def2-TZVPD basis", "symbols": ["C", "C", "C", "C", "C", "C", "C", "C", "C", "N", "N", "O", "H", "H", "H", "H", "H", "H", "H"], "positions_angstrom": [[-0.81, 2.90, 0.02], [0.07, 2.17, 0.53], [-1.53, 2.78, -1.18], [-1.28, 1.56, -1.77], [1.28, -0.66, 1.60], [0.31, 0.92, 0.04], [-0.46, 0.64, -1.12], [0.81, -2.10, 1.56], [0.69, -1.19, -0.54], [0.96, -0.19, 0.43], [0.21, -2.28, 0.26], [-0.33, -0.71, -1.40], [-2.15, 3.58, -1.61], [-1.73, 1.26, -2.63], [1.51, -0.04, 2.49], [1.57, -2.81, 1.84], [0.00, -2.24, 2.23], [1.59, -1.45, -1.22], [-0.72, -2.11, 0.46]], "charge": 1, "energy_ev": -14461.542, "orbital_gap_ev": [7.5, 7.5], "lumo_energy_ev": [-5.70, -5.70]}